Formula: C8H18NO2S
Source: OMol25
Level of theory: wB97M-V/def2-TZVPD

```
30
Properties=species:S:1:pos:R:3
C 3.1150 0.4184 -0.7340
C 3.3889 -1.0954 -0.4236
C 2.3924 1.2369 0.3684
C 2.1800 -1.8837 -0.4074
C 0.9104 1.4229 0.1781
C -2.8201 0.6572 -0.3862
C -4.9698 -0.2585 0.4936
C -3.9976 0.7377 0.4037
N 1.1493 -1.4647 0.5118
O -0.9206 -0.3103 1.1277
O -0.3627 -0.4031 -1.2085
S 0.1666 -0.2149 0.1228
H 4.1142 0.9601 -0.8754
H 2.5935 0.5038 -1.6623
H 4.0724 -1.4652 -1.2301
H 3.9878 -1.1224 0.4773
H 2.4933 0.8681 1.2752
H 2.9885 2.2045 0.3875
H 1.7451 -2.0324 -1.3717
H 2.3978 -2.9877 -0.1443
H 0.4827 1.8764 1.1067
H 0.6866 1.9960 -0.7437
H -2.0865 0.1036 0.2992
H -2.3526 1.5510 -0.4581
H -2.7270 0.1427 -1.3058
H -5.8287 0.1269 0.0603
H -5.4064 -0.5008 1.4558
H -4.8104 -1.2682 0.0298
H -4.1317 1.5514 1.1408
H 1.5495 -1.3505 1.5123
```

Results
E, Eh: -918.66408
Net charge: +1
F_max, eV Å⁻¹: 5.135
ΔE to the lowest compared entry with this formula, charge and spin, kJ/mol: 167.6
Frontier orbital gap, eV: 8.835
Highest occupied orbital energy, eV: -13.8